(1)
DFT (the ωB97M-V functional and the def2-TZVPD basis) results for C20H33N3O3S in the gas phase.

Geometry as XYZ:
```
60
Properties=species:S:1:pos:R:3
C 5.904 -1.709 4.675
C 5.006 -0.619 4.101
C 3.923 -1.196 3.192
C 3.037 -0.098 2.610
C 1.828 -0.631 1.834
C 2.246 -1.413 0.578
C 1.054 -1.803 -0.297
O 0.046 -2.373 0.513
C 1.445 -2.800 -1.392
O 0.272 -3.064 -2.117
C 0.437 -3.988 -3.166
C -0.903 -4.182 -3.882
C -1.946 -4.747 -2.921
C -1.383 -2.859 -4.472
C 0.940 0.538 1.439
O 1.326 1.669 1.217
N -0.385 0.223 1.432
N -1.287 1.184 0.985
C -2.016 1.020 -0.145
S -2.340 -0.477 -0.773
N -2.606 2.117 -0.688
C -2.351 3.475 -0.460
C -3.416 4.368 -0.568
C -3.216 5.721 -0.373
C -1.953 6.202 -0.071
C -0.888 5.322 0.009
C -1.074 3.966 -0.191
H 6.665 -1.278 5.321
H 5.319 -2.416 5.258
H 6.401 -2.254 3.875
H 5.612 0.089 3.532
H 4.536 -0.069 4.919
H 4.401 -1.757 2.387
H 3.306 -1.893 3.765
H 3.623 0.546 1.952
H 2.666 0.526 3.426
H 1.245 -1.301 2.471
H 2.757 -2.323 0.893
H 2.935 -0.812 -0.018
H 0.653 -0.911 -0.804
H -0.642 -2.682 -0.094
H 2.225 -2.375 -2.042
H 1.834 -3.726 -0.938
H 1.194 -3.616 -3.875
H 0.796 -4.950 -2.764
H -0.733 -4.901 -4.692
H -2.140 -4.029 -2.129
H -2.877 -4.941 -3.448
H -1.599 -5.677 -2.476
H -2.329 -2.998 -4.990
H -1.524 -2.135 -3.674
H -0.655 -2.465 -5.178
H -0.673 -0.749 1.297
H -1.005 2.120 1.259
H -3.367 1.905 -1.319
H -4.401 3.991 -0.803
H -4.051 6.400 -0.454
H -1.798 7.258 0.087
H 0.105 5.689 0.220
H -0.215 3.311 -0.169
```

E (hartree): -1570.08337
Net charge: 0
SMILES: CCCC[C@H](C[C@H](O)COCC(C)C)C(=O)NNC(=S)Nc1ccccc1
Highest occupied orbital energy (eV): -8.31

(2)
DFT (the ωB97M-V functional and the def2-TZVPD basis) results for a molecular structure, C2F5NO4RhS2 in a non-equilibrium geometry.

Geometry as XYZ:
```
15
Properties=species:S:1:pos:R:3
Rh -1.227 1.077 2.108
F -2.423 2.176 2.799
N 1.192 -1.153 -0.054
S 0.325 -1.071 1.347
O 0.441 -2.314 2.086
O 0.635 0.183 2.112
C -1.361 -0.574 0.704
F -2.101 -1.693 0.546
S 0.383 -0.588 -1.255
O -1.028 -0.062 -0.589
O 0.265 -1.366 -2.463
C 1.100 1.078 -1.751
F 1.149 1.855 -0.698
F 2.308 0.849 -2.211
F 0.341 1.601 -2.683
```

E (hartree): -1837.61041
Expectation value of S²: 6.009
Net charge: +1
Highest occupied orbital energy (alpha / beta) (eV): -15.29 / -16.24
Spin multiplicity: 5

(3)
DFT (the ωB97M-V functional and the def2-TZVPD basis) results for 2 unconnected molecules or ions with the total composition C20H35O2Si in a non-equilibrium geometry.

Geometry as XYZ:
```
58
Properties=species:S:1:pos:R:3
C 1.694 3.760 2.256
O 1.751 2.342 1.987
C 2.101 1.943 0.799
C 2.284 0.557 0.531
C 2.734 0.185 -0.759
C 2.888 -1.150 -1.082
C 2.611 -2.150 -0.138
C 2.786 -3.588 -0.515
C 2.181 -1.782 1.147
C 2.023 -0.456 1.500
H 1.359 3.836 3.290
H 2.687 4.213 2.139
H 0.982 4.252 1.581
H 2.403 2.706 0.066
H 2.944 0.987 -1.467
H 3.225 -1.446 -2.078
H 2.526 -4.239 0.325
H 2.152 -3.850 -1.371
H 3.822 -3.795 -0.810
H 1.970 -2.572 1.871
H 1.695 -0.158 2.494
C -4.399 0.187 -1.358
C -4.195 0.639 -2.809
C -3.542 -0.465 -3.643
Si -3.312 2.321 -2.977
C -1.822 2.274 -4.165
C -0.480 2.620 -3.508
C -2.024 3.123 -5.424
C -4.550 3.663 -3.494
C -4.633 4.790 -2.462
C -5.942 3.132 -3.852
O -2.719 2.742 -1.441
C -1.867 2.006 -0.690
C -1.474 2.421 0.532
H -5.089 -0.669 -1.342
H -3.455 -0.145 -0.906
H -4.843 0.970 -0.729
H -5.192 0.834 -3.232
H -4.132 -1.389 -3.564
H -3.490 -0.199 -4.707
H -2.527 -0.689 -3.288
H -1.782 1.218 -4.474
H 0.313 2.588 -4.269
H -0.491 3.636 -3.088
H -0.201 1.910 -2.720
H -1.199 2.943 -6.128
H -2.959 2.884 -5.945
H -2.021 4.195 -5.181
H -4.108 4.080 -4.411
H -5.283 5.590 -2.845
H -5.067 4.435 -1.519
H -3.652 5.237 -2.263
H -6.567 3.948 -4.245
H -5.903 2.355 -4.625
H -6.451 2.721 -2.969
H -1.517 1.058 -1.127
H -0.857 1.743 1.105
H -1.877 3.327 0.984
```

E (hartree): -1222.80157
Net charge: +1
Highest occupied orbital energy (eV): -11.08

(4)
DFT (the ωB97M-V functional and the def2-TZVPD basis) results for 2 unconnected molecules or ions with the total composition C4H12 in a non-equilibrium geometry.

Geometry as XYZ:
```
16
Properties=species:S:1:pos:R:3
C -0.818 -1.568 2.522
C -1.376 -0.349 1.741
H -0.617 -2.342 1.788
H 0.093 -1.352 3.094
H -1.524 -1.920 3.298
H -2.333 -0.666 1.353
H -0.652 0.027 1.017
H -1.425 0.570 2.331
C 0.699 0.616 -2.749
C 1.411 1.248 -1.586
H 0.043 1.315 -3.280
H 1.452 0.312 -3.475
H 0.039 -0.167 -2.391
H 0.870 1.371 -0.635
H 1.866 2.229 -1.799
H 2.273 0.677 -1.231
```

E (hartree): -159.51787
Expectation value of S²: 0.750
Net charge: -1
Highest occupied orbital energy (alpha / beta) (eV): 1.49 / -7.80
Spin multiplicity: 2